[1]
Computed, not measured: 2 unconnected molecules or ions with the total composition C6H10O3S at a distorted geometry, with ωB97M-V/def2-TZVPD.

Geometry (Å):
1 S 1.50 1.43 2.19
2 O 1.51 1.12 3.58
3 O 2.61 -1.38 -0.23
4 O 0.28 -1.37 0.08
5 C -1.99 2.86 -0.06
6 C 1.62 0.13 1.29
7 C 1.51 -0.81 0.39
8 C -2.64 0.47 -0.90
9 C 2.64 -2.64 -0.83
10 C -1.69 1.56 -0.25
11 H 3.74 -2.87 -0.90
12 H -0.40 -1.06 0.68
13 H -2.98 -0.20 -0.01
14 H -3.50 0.90 -1.33
15 H -2.97 3.23 0.00
16 H 2.33 -2.73 -1.85
17 H -1.12 3.61 -0.03
18 H 2.07 -3.23 -0.08
19 H -0.64 1.10 -0.38
20 H -1.88 -0.13 -1.38

## Properties
M = 162.21 g mol⁻¹
Gap between HOMO and LUMO = 9.47 eV

---

[2]
Computed, not measured: C6H13N in the gas phase at a distorted geometry, with ωB97M-V/def2-TZVPD.

Geometry (Å):
1 N 0.69 0.24 -0.46
2 C 0.36 -0.45 0.70
3 C 0.36 1.85 -0.24
4 C -1.10 -0.67 1.08
5 C 1.08 -1.99 0.38
6 C -1.01 2.30 -0.71
7 C 1.27 -2.57 -0.79
8 H 0.54 2.10 0.81
9 H -1.09 3.39 -0.67
10 H 0.10 -0.07 -1.23
11 H 0.93 -0.05 1.55
12 H -1.17 2.00 -1.75
13 H -1.68 -0.98 0.22
14 H 1.02 -2.05 -1.70
15 H 1.15 2.32 -0.83
16 H -1.53 0.25 1.49
17 H -1.17 -1.44 1.85
18 H 1.33 -2.52 1.30
19 H -1.81 1.89 -0.10
20 H 1.72 -3.55 -0.88

## Properties
M = 99.18 g mol⁻¹
SMILES = C=C[C@H](C)NCC
Gap between HOMO and LUMO = 9.87 eV

---

[3]
Computed, not measured: C3H4F2 in the gas phase at a distorted geometry, with ωB97M-V/def2-TZVPD.

Geometry (Å):
1 F 1.54 -0.75 -0.39
2 F -1.94 -0.17 0.10
3 C 0.76 1.02 0.66
4 C 0.46 -0.14 0.11
5 C -0.89 -0.72 -0.50
6 H -0.81 -1.91 -0.45
7 H 1.77 1.34 0.80
8 H -1.05 -0.49 -1.51
9 H 0.16 1.82 1.18

## Properties
M = 78.06 g mol⁻¹
SMILES = C=C(F)CF
Gap between HOMO and LUMO = 11.01 eV

---

[4]
Computed, not measured: 9 unconnected molecules or ions with the total composition C46H113Cl4N7O14 at a distorted geometry, with ωB97M-V/def2-TZVPD.

Geometry (Å):
1 Cl -4.40 -6.49 2.09
2 Cl 1.36 1.37 2.39
3 Cl -2.21 -3.87 1.62
4 Cl 1.75 -1.39 -0.88
5 O 0.05 -3.52 -7.88
6 O 4.70 -2.89 2.56
7 O -0.85 -1.65 7.77
8 O -3.63 0.96 0.10
9 O 0.97 -6.76 -4.92
10 O 0.64 11.26 1.82
11 O 5.36 1.24 0.11
12 O -2.88 4.87 11.54
13 O -2.05 5.96 6.57
14 O -6.27 -2.38 7.55
15 O -3.61 2.99 -4.64
16 O 5.50 -6.97 -9.39
17 O -1.74 -7.67 -12.53
18 O 3.02 7.63 1.74
19 N -0.35 -4.83 -10.55
20 N 2.25 -6.33 -7.78
21 N -2.22 3.71 8.85
22 N 6.76 -0.99 1.52
23 N 2.97 10.27 0.61
24 N -4.31 0.72 -3.03
25 N -3.81 -0.59 7.41
26 C 1.29 -6.43 -3.56
27 C 6.03 -7.69 -10.53
28 C 0.44 -2.03 7.45
29 C 3.87 8.04 0.75
30 C -1.53 7.11 5.88
31 C -1.03 -3.66 -9.99
32 C -3.87 -3.74 2.23
33 C -1.15 4.93 6.92
34 C -3.87 4.43 10.62
35 C -4.96 -0.48 8.27
36 C 0.91 -2.84 -6.96
37 C -1.86 -1.93 6.79
38 C 1.45 12.17 1.02
39 C -3.16 3.57 -5.89
40 C -4.26 -4.96 3.02
41 C 7.05 0.42 1.70
42 C -7.19 -2.87 6.53
43 C -0.12 -2.81 -9.15
44 C 6.74 1.17 0.39
45 C -3.25 4.80 12.88
46 C -0.04 11.86 2.86
47 C -3.32 4.61 9.20
48 C -3.01 1.37 -2.90
49 C 4.16 -7.25 -9.15
50 C 3.48 6.46 2.43
51 C -4.90 0.92 -0.62
52 C 4.01 -4.13 2.55
53 C 2.07 -7.51 -5.48
54 C -1.38 -5.70 -11.23
55 C 3.67 -6.20 -8.11
56 C 1.14 -0.09 0.13
57 C -4.80 0.06 -1.84
58 C -3.24 -1.92 7.44
59 C 2.19 11.33 -0.05
60 C -3.69 1.66 1.35
61 C -6.31 -0.98 7.71
62 C 6.06 -3.08 2.73
63 C -1.82 3.67 7.43
64 C -2.61 1.94 -4.29
65 C 1.94 -7.53 -7.02
66 C 6.77 -1.67 2.85
67 C 1.69 -0.17 1.53
68 C 3.23 9.03 -0.15
69 C -1.31 -8.73 -13.30
70 C -0.75 -7.01 -11.76
71 C 5.05 1.82 -1.15
72 H -4.14 4.43 8.50
73 H 1.41 10.90 -0.68
74 H -0.20 11.10 3.62
75 H 4.84 8.32 1.17
76 H 2.70 6.13 3.12
77 H -2.69 1.11 -5.00
78 H -3.45 3.76 13.13
79 H 1.07 -1.61 8.23
80 H 0.81 12.87 0.49
81 H -1.71 -1.25 5.95
82 H -3.48 2.73 1.22
83 H -3.21 -2.40 8.42
84 H 4.23 -6.32 -7.19
85 H 4.10 -8.25 -8.72
86 H 2.10 -8.51 -5.05
87 H 7.30 0.84 -0.49
88 H -4.66 5.18 10.70
89 H 1.97 -5.52 -7.24
90 H 1.56 -7.28 -2.95
91 H -2.59 2.93 -6.55
92 H 0.81 -1.62 6.51
93 H -1.16 2.80 7.34
94 H 0.53 12.65 3.35
95 H 3.59 -7.24 -10.07
96 H 2.80 11.96 -0.70
97 H -3.89 -2.57 6.85
98 H -4.89 1.40 -3.50
99 H 6.03 -8.75 -10.27
100 H -6.75 -0.46 6.86
101 H -5.18 1.95 -0.86
102 H -5.24 -4.76 3.46
103 H -3.01 5.64 9.01
104 H -4.12 5.35 13.24
105 H -2.87 1.33 1.99
106 H 6.52 -3.55 1.86
107 H -1.62 2.39 -4.29
108 H -1.67 -2.96 6.50
109 H -4.18 -0.82 -1.67
110 H 0.36 -1.97 -6.60
111 H 0.57 -3.11 7.34
112 H -1.34 -3.12 -10.88
113 H 2.77 -0.24 1.59
114 H 5.80 -1.07 1.22
115 H -7.04 -0.76 8.49
116 H -0.23 -7.71 -11.11
117 H 2.99 -6.96 -5.26
118 H -3.53 -5.13 3.81
119 H 5.58 2.76 -1.33
120 H 0.45 -5.88 -3.14
121 H 0.07 -0.23 0.28
122 H 8.01 0.63 2.18
123 H 2.33 8.55 -0.53
124 H 0.08 -5.37 -9.80
125 H 0.12 -6.65 -12.33
126 H 1.80 -2.50 -7.48
127 H -7.17 -3.96 6.49
128 H -2.71 3.48 6.84
129 H -3.07 -0.01 7.80
130 H -2.26 0.64 -2.59
131 H 2.16 12.85 1.49
132 H 5.41 -7.52 -11.41
133 H 2.39 10.00 1.40
134 H -2.43 7.67 5.63
135 H 1.19 -1.04 1.97
136 H 7.03 2.22 0.48
137 H 3.48 5.59 1.77
138 H 1.30 -3.41 -6.12
139 H -0.76 4.66 5.94
140 H -5.09 0.59 8.42
141 H 6.27 0.74 2.40
142 H -1.88 -5.14 -12.02
143 H 4.28 -4.84 1.78
144 H -0.91 -8.37 -14.25
145 H 3.99 -5.23 -8.50
146 H -2.42 5.15 13.49
147 H -3.94 -2.80 2.77
148 H 7.78 -1.78 3.24
149 H 0.86 -2.71 -9.63
150 H -1.04 6.79 4.96
151 H -6.85 -2.41 5.60
152 H -3.03 2.16 -2.14
153 H -1.43 3.85 9.47
154 H 6.26 -3.63 3.64
155 H 3.93 9.08 -0.99
156 H -0.99 12.30 2.57
157 H -8.23 -2.62 6.74
158 H 2.38 -8.42 -7.46
159 H -4.54 -3.71 1.37
160 H 7.09 -7.46 -10.63
161 H -0.66 -1.90 -8.90
162 H 0.88 -7.71 -7.19
163 H -4.70 -0.93 9.23
164 H 2.14 -5.74 -3.55
165 H -0.77 7.62 6.47
166 H -0.53 -9.35 -12.87
167 H 4.15 7.16 0.16
168 H 1.32 0.89 -0.30
169 H 3.97 2.00 -1.16
170 H 4.07 -4.72 3.46
171 H 6.22 -1.08 3.59
172 H -2.21 -5.95 -10.57
173 H -5.74 -0.44 -2.08
174 H -2.44 4.36 -5.67
175 H 2.99 -3.90 2.26
176 H -0.33 5.24 7.56
177 H -5.72 0.52 -0.03
178 H -4.01 4.03 -6.40
179 H -2.13 -9.39 -13.57
180 H 4.49 6.65 2.79
181 H -4.13 3.38 10.76
182 H 5.32 1.17 -1.98
183 H -1.92 -3.96 -9.43
184 H -4.57 1.60 1.98

## Properties
M = 1130.26 g mol⁻¹
SMILES = COCCNCCOC.COCCNCCOC.COCCNCCOC.COCCNCCOC.COCCNCCOC.COCCNCCOC.COCCNCCOC.ClCCCl.ClCCCl
Gap between HOMO and LUMO = 8.72 eV

---

[5]
Computed, not measured: C29H37N5O5S2 in the gas phase at a distorted geometry, with ωB97M-V/def2-TZVPD.

Geometry (Å):
1 S -0.25 3.67 1.22
2 S -1.45 -2.89 -0.03
3 O -0.01 4.99 1.74
4 O 3.30 -4.42 0.25
5 O 0.56 3.25 0.12
6 O -0.26 -2.80 3.74
7 O 3.60 -3.08 -4.33
8 N -1.85 3.43 0.79
9 N -0.58 -1.21 2.13
10 N 1.35 -4.76 1.99
11 N 2.98 -3.03 -1.51
12 N 0.50 -1.86 -1.68
13 C -0.34 0.01 2.75
14 C 1.15 -3.48 -0.03
15 C -1.62 -1.38 -2.75
16 C -2.46 -0.48 -3.38
17 C 2.56 -3.70 -0.42
18 C -0.07 0.15 4.11
19 C -2.80 4.04 1.69
20 C -0.52 -2.46 2.60
21 C 0.22 -2.67 -0.76
22 C -0.37 -0.99 -2.30
23 C 4.26 -3.91 -3.40
24 C 0.06 0.33 -2.51
25 C 0.38 3.89 4.49
26 C 0.67 -3.98 1.15
27 C -0.72 -3.53 1.50
28 C -0.80 1.22 -3.14
29 C -0.14 2.40 2.49
30 C -3.43 5.69 -0.08
31 C -2.36 5.07 -0.98
32 C -0.37 1.15 1.95
33 C 3.48 -3.66 -5.60
34 C 0.16 1.41 4.63
35 C 1.40 0.81 -2.01
36 C 4.30 -3.18 -2.05
37 C -2.17 3.60 -0.62
38 C -2.96 1.82 -4.26
39 C -3.03 5.52 1.38
40 C 0.13 2.56 3.85
41 C -2.06 0.84 -3.57
42 H 1.94 0.01 -1.52
43 H 0.36 1.51 5.69
44 H -0.38 4.09 5.25
45 H 3.73 -4.86 -3.30
46 H 5.29 -4.12 -3.74
47 H 1.35 3.89 4.98
48 H 4.46 -3.87 -6.03
49 H -3.80 5.92 2.04
50 H -0.83 -1.12 1.14
51 H 2.95 -2.94 -6.22
52 H -4.39 5.19 -0.26
53 H -0.47 2.24 -3.29
54 H 1.27 1.63 -1.31
55 H -1.93 -2.41 -2.62
56 H -2.40 3.92 2.70
57 H -2.10 6.06 1.57
58 H -0.56 1.08 0.90
59 H 2.90 -4.59 -5.55
60 H -3.09 3.03 -0.82
61 H 4.89 -3.76 -1.34
62 H 4.75 -2.20 -2.19
63 H -1.35 3.16 -1.18
64 H -2.74 2.83 -3.93
65 H 1.04 -4.85 2.95
66 H -3.55 6.75 -0.32
67 H -1.33 -4.34 1.90
68 H 0.36 4.69 3.75
69 H 1.99 1.18 -2.85
70 H -3.43 -0.80 -3.72
71 H -2.82 1.77 -5.34
72 H -4.01 1.60 -4.05
73 H -0.04 -0.72 4.74
74 H -3.74 3.49 1.61
75 H -1.41 5.59 -0.83
76 H 2.30 -2.49 -2.03
77 H 2.33 -4.89 1.73
78 H -2.64 5.15 -2.03

## Properties
M = 599.78 g mol⁻¹
SMILES = COCCNC(=O)C1=C(N)[C@@H](C(=O)Nc2ccc(C)c(S(=O)(=O)N3CCCCC3)c2)S/C1=N\c1ccc(C)cc1C
Gap between HOMO and LUMO = 8.37 eV

---

[6]
Computed, not measured: 2 unconnected molecules or ions with the total composition C3H11NOS2 at a distorted geometry, with ωB97M-V/def2-TZVPD.

Geometry (Å):
1 S -1.07 0.55 1.60
2 S 0.21 2.12 1.73
3 O -0.86 -0.01 -6.58
4 N 0.15 -1.16 -0.96
5 C 0.83 -1.13 0.37
6 C 1.87 -2.26 0.32
7 C -0.14 -1.07 1.49
8 H 0.29 -1.35 2.45
9 H -0.21 -0.22 -1.08
10 H 2.81 -2.19 0.86
11 H 1.42 -0.19 0.40
12 H -1.24 0.15 -5.70
13 H 0.60 1.85 2.98
14 H 2.15 -2.34 -0.73
15 H 1.44 -3.24 0.55
16 H -0.59 -1.85 -0.92
17 H -1.19 0.62 -7.19
18 H -0.96 -1.80 1.43

## Properties
M = 141.26 g mol⁻¹
SMILES = C[C@@H](N)CSS.O
Gap between HOMO and LUMO = 9.59 eV